C8H8O2P | ωB97M-V/def2-TZVPD

```
19
Properties=species:S:1:pos:R:3
C -1.64 -1.89 0.03
C -0.42 -2.55 -0.04
C -1.68 -0.51 0.05
C 0.74 -1.79 -0.07
C -0.52 0.27 0.02
C 0.68 -0.40 -0.04
C -0.76 1.79 0.06
C 0.37 2.74 -0.08
O 3.05 -0.03 1.32
O 3.17 0.02 -1.23
P 2.41 0.29 0.02
H -2.56 -2.47 0.06
H -0.37 -3.62 -0.06
H -2.64 -0.01 0.11
H 1.72 -2.25 -0.13
H -1.50 1.97 -0.73
H -1.27 1.96 1.02
H 0.58 3.14 -1.05
H 0.64 3.35 0.76
```

Charge: -1

***

C8H8O3 | ωB97M-V/def2-TZVPD

```
19
C8H8O3, DFT ωB97M-V/def2-TZVPD
C 3.23 -1.51 0.17
C 1.95 -0.89 0.54
C -0.15 -0.16 -0.27
C -1.12 -0.86 0.31
C -2.40 -0.37 0.46
C -2.64 0.98 0.03
C -1.61 1.74 -0.50
C -0.42 1.18 -0.67
H 4.18 -1.69 1.07
H 3.27 -2.32 -0.38
H 3.69 -0.83 -0.80
H -1.00 -1.81 0.44
H -3.44 -1.06 1.07
H -3.69 1.34 0.22
H -1.09 3.38 -1.21
H 0.45 1.41 -0.95
O 1.54 -0.79 1.75
O 1.13 -0.75 -0.49
O -1.89 3.01 -0.77
```

***

In the order shown, the computed energy values come out to -21810.089, -14563.692 eV.
In the order shown, the computed relative energy (zero: lowest compared OMol25 entry of this formula, charge and spin) values come out to 75.3, 487.9 kJ/mol.